C3H4N2O2 in the gas phase in a non-equilibrium geometry, computed with ωB97M-V with the def2-TZVPD basis set.

Cartesian coordinates (Å):
C (-1.552, -0.884, -0.126)
C (-0.634, -1.691, 0.253)
C (-1.529, 0.647, 0.006)
N (-0.296, 1.219, 0.244)
N (0.818, 0.615, 0.598)
O (-2.549, 1.283, -0.010)
O (1.842, 0.990, -0.283)
H (-2.525, -1.181, -0.487)
H (0.381, -1.678, 0.581)
H (-0.189, 2.106, -0.254)
H (2.652, 0.640, 0.106)

Values from the calculation:
- Total energy: -376.4974 hartree
- Energy above the lowest of the compared OMol25 structures with the same formula, charge and spin: 699.3 kJ/mol
- Orbital gap (spin up / spin down): 8.59 / 8.35 eV